Record 1
Formula: C3H7N3O
Source: OMol25
Level of theory: ωB97M-V/def2-TZVPD

Calculated values
Orbital gap ... 0.357 hartree
Relative energy (zero: lowest compared OMol25 entry of this formula, charge and spin) ... 8.559 eV
Strongest force on any atom ... 6.577 eV Å⁻¹
E_tot ... -9715.6059 eV
Molar mass ... 101.11 g mol⁻¹
E_LUMO ... -11.137 eV

ORCA input file:
```
! RIJCOSX wB97M-V def2-TZVPD def2/J DEFGRID3
* xyz 2 1
N 0.35462 0.75232 -0.81680
N 1.10915 1.60351 -0.15547
C 1.50324 1.42310 1.20140
H -1.45712 -3.29710 -0.63870
H -2.44570 -2.22321 0.73724
N -0.29005 -0.28270 -0.40744
C -1.91792 -2.22643 -0.34590
H 2.52404 1.97526 1.28865
H 1.54190 0.31228 1.38997
H 0.84958 1.69992 1.98423
H 0.58740 1.02995 -2.07538
O 1.66986 2.32673 -0.89533
C -1.09199 -1.15896 -0.41533
H -2.93702 -1.93469 -0.85113
*
```

***

Record 2
Formula: C3H7N3O2
Source: OMol25
Level of theory: ωB97M-V/def2-TZVPD

Calculated values
Orbital gap ... 0.355 hartree
Relative energy (zero: lowest compared OMol25 entry of this formula, charge and spin) ... 7.280 eV
Strongest force on any atom ... 4.065 eV Å⁻¹
E_tot ... -11784.0328 eV
SMILES ... CO/N=C\N=C/NO
Molar mass ... 117.11 g mol⁻¹
E_LUMO ... 0.753 eV

ORCA input file:
```
! RIJCOSX wB97M-V def2-TZVPD def2/J DEFGRID3
* xyz 0 1
H -1.01731 0.32315 0.79450
N 1.18513 0.73045 0.62966
O -1.72040 -0.41829 0.93583
O 0.10818 1.18880 -0.22225
N -1.41950 -1.01848 -0.30158
N 0.94824 -1.61258 -0.28507
H -0.65423 -2.37796 -1.33230
H -0.34941 3.08722 0.42233
H -0.37028 2.87840 -1.44706
C 1.51581 -0.48658 0.44231
C 0.22597 2.55408 -0.52981
H -2.32212 -1.52030 -0.51745
H 1.43348 2.86362 -0.56393
C -0.28604 -1.60835 -0.64797
H 2.44620 -0.86879 1.04709
*
```

***

Record 3
Formula: C3H7N3O2
Source: OMol25
Level of theory: ωB97M-V/def2-TZVPD

Calculated values
Orbital gap ... 0.353 hartree
Relative energy (zero: lowest compared OMol25 entry of this formula, charge and spin) ... 4.881 eV
Strongest force on any atom ... 3.226 eV Å⁻¹
E_tot ... -11786.4318 eV
SMILES ... [H]/N=C\N=C(/NO)OC
Molar mass ... 117.11 g mol⁻¹
E_LUMO ... 0.680 eV

ORCA input file:
```
! RIJCOSX wB97M-V def2-TZVPD def2/J DEFGRID3
* xyz 0 1
H 1.85701 1.83572 0.37267
H -1.08165 -2.52420 -0.59850
O 0.88796 0.83348 -1.17969
H -2.05695 -0.25575 2.66666
H 0.29113 2.48682 -0.41360
C 1.25699 2.04486 -0.51833
C -0.47968 -0.86349 1.48915
N -1.41244 -1.11303 2.38558
N -0.32343 0.29775 0.69278
N -0.10156 -1.09947 -1.15052
H 0.17983 -1.01583 -2.11162
H 1.81603 2.57698 -1.31185
C 0.04127 0.08437 -0.52570
H 0.44707 -1.52497 1.33511
O -1.32159 -1.76323 -1.13215
*
```

***

Record 4
Formula: C3H7N3O2
Source: OMol25
Level of theory: ωB97M-V/def2-TZVPD

Calculated values
Orbital gap ... 0.293 hartree
Relative energy (zero: lowest compared OMol25 entry of this formula, charge and spin) ... 1.599 eV
Strongest force on any atom ... 2.475 eV Å⁻¹
E_tot ... -11789.7143 eV
SMILES ... NC(N)=C(N)C(=O)O
Molar mass ... 117.11 g mol⁻¹
E_LUMO ... 0.523 eV

ORCA input file:
```
! RIJCOSX wB97M-V def2-TZVPD def2/J DEFGRID3
* xyz 0 1
H 0.29456 2.25125 0.74246
N -0.97022 -0.84633 -1.22330
O 1.34477 -1.85705 -0.20405
C 1.72069 -0.52326 -0.07984
H 1.78464 1.61452 1.19133
N -1.80440 0.55522 0.41899
N 0.78068 1.43437 1.10664
H 0.39144 -2.07592 -0.25527
H -1.87485 -0.61692 -1.63218
H -0.20749 -0.88817 -1.90163
H -2.60063 -0.07590 0.42960
H -1.59090 0.88025 1.36245
C -0.69875 -0.03887 -0.14826
C 0.55353 0.32911 0.27291
O 2.87694 -0.14230 -0.07985
*
```

***

Record 5
Formula: C3H7N3O2
Source: OMol25
Level of theory: ωB97M-V/def2-TZVPD

Calculated values
Orbital gap ... 0.354 hartree
Relative energy (zero: lowest compared OMol25 entry of this formula, charge and spin) ... 9.992 eV
Strongest force on any atom ... 7.388 eV Å⁻¹
E_tot ... -11781.3211 eV
Molar mass ... 117.11 g mol⁻¹
E_LUMO ... 0.466 eV

ORCA input file:
```
! RIJCOSX wB97M-V def2-TZVPD def2/J DEFGRID3
* xyz 0 1
H 1.75821 -0.75504 -1.81231
H -0.84261 2.27371 -1.23988
H 0.66451 -2.07154 0.26095
H -1.79994 0.10385 1.55128
H -0.55396 2.76361 1.20465
O -1.34242 -1.50791 0.36112
N 1.29730 -1.28835 0.04850
C -1.12372 2.04574 0.13878
N 0.02543 0.26225 -1.12647
N -0.52920 0.78397 0.12459
H 3.00898 -1.55847 0.79847
C -1.41606 -0.34739 0.56136
H -2.54994 1.78941 0.27505
C 0.95228 -0.57180 -1.10508
O 2.45112 -1.92203 -0.04100
*
```

***

Record 6
Formula: C3H7N3O2
Source: OMol25
Level of theory: ωB97M-V/def2-TZVPD

Calculated values
Orbital gap ... 0.273 hartree
Relative energy (zero: lowest compared OMol25 entry of this formula, charge and spin) ... 6.481 eV
Strongest force on any atom ... 6.617 eV Å⁻¹
E_tot ... -11784.8320 eV
SMILES ... [H]/N=N/C(N)=C(/O)OC
Molar mass ... 117.11 g mol⁻¹
E_LUMO ... 0.165 eV

ORCA input file:
```
! RIJCOSX wB97M-V def2-TZVPD def2/J DEFGRID3
* xyz 0 1
N -0.91441 0.66992 1.10572
H -1.12377 -0.37585 -1.66356
H -2.75092 0.92942 0.88534
O -0.35587 -1.33289 0.03432
N -1.89064 0.90669 0.32531
C 0.93215 -0.50255 0.41354
H 0.74836 2.65912 1.22783
N 1.17284 1.73986 1.29977
H -0.10277 -1.77360 -2.00631
C -0.85621 -1.37010 -1.29414
H -1.70808 -2.03183 -1.28012
O 2.05694 -0.49519 -0.31891
H 2.27523 -1.41560 -0.52562
C 0.37612 0.74149 0.78439
H 2.14103 1.65111 1.01244
*
```

***

Record 7
Formula: C3H7N3O2S
Source: OMol25
Level of theory: ωB97M-V/def2-TZVPD

Calculated values
Orbital gap ... 0.327 hartree
Relative energy (zero: lowest compared OMol25 entry of this formula, charge and spin) ... 1.867 eV
Strongest force on any atom ... 3.753 eV Å⁻¹
E_tot ... -22621.4145 eV
Molar mass ... 149.18 g mol⁻¹
E_LUMO ... -0.423 eV

ORCA input file:
```
! RIJCOSX wB97M-V def2-TZVPD def2/J DEFGRID3
* xyz 0 1
H 1.15310 0.72583 -1.38622
H 1.12027 -1.81239 -1.73688
O 2.30629 -0.43699 1.42100
C -0.79688 -0.22321 1.25051
C -1.74148 0.69391 0.49926
H 2.30072 -1.81894 -0.76082
N -0.38955 -2.64363 0.62507
H -0.99590 1.36762 -0.12406
N 1.89758 -1.19607 -1.45064
S 1.37936 0.31640 0.69696
H -0.73756 -0.11230 2.30981
N 1.49456 -0.05784 -0.85942
O 1.41296 1.74993 0.84066
C -0.65342 -1.56903 0.91168
H -2.35641 1.35082 1.19431
H -2.46048 0.21970 -0.20631
*
```

***

Record 8
Formula: C3H7N3O3
Source: OMol25
Level of theory: ωB97M-V/def2-TZVPD

Calculated values
Orbital gap ... 0.317 hartree
Relative energy (zero: lowest compared OMol25 entry of this formula, charge and spin) ... 7.643 eV
Strongest force on any atom ... 5.671 eV Å⁻¹
E_tot ... -13830.9760 eV
SMILES ... CN/N=C(\NO)OC=O
Molar mass ... 133.11 g mol⁻¹
E_LUMO ... 0.241 eV

ORCA input file:
```
! RIJCOSX wB97M-V def2-TZVPD def2/J DEFGRID3
* xyz 0 1
N -2.15121 0.39072 0.21930
N 0.30395 1.11132 -0.13776
O 1.74645 1.55244 -0.33467
C -0.08594 -0.22964 -0.38299
C -3.54091 -0.11672 0.16619
H 2.90207 -1.67590 -0.33528
H -2.05436 0.57153 1.17152
H -4.55306 0.59034 0.15500
H -3.55377 -0.90771 -0.80723
C 2.08826 -0.97480 0.09117
H -0.32704 2.02379 -0.27183
H -3.77685 -0.84060 1.07185
O 2.31971 -0.32852 1.04375
N -1.29421 -0.70144 -0.12687
H 2.35416 0.81456 0.35673
O 0.96268 -1.00556 -0.74279
*
```

***

Record 9
Formula: C3H7N3OS
Source: OMol25
Level of theory: ωB97M-V/def2-TZVPD

Calculated values
Orbital gap ... 0.295 hartree
Relative energy (zero: lowest compared OMol25 entry of this formula, charge and spin) ... 7.376 eV
Strongest force on any atom ... 6.731 eV Å⁻¹
E_tot ... -20570.8078 eV
Molar mass ... 133.18 g mol⁻¹
E_LUMO ... -0.701 eV

ORCA input file:
```
! RIJCOSX wB97M-V def2-TZVPD def2/J DEFGRID3
* xyz 0 1
N 1.01821 -1.94315 -0.29400
H 0.48760 -1.49894 -1.59241
H -1.18318 2.64433 0.23655
H 2.39772 -0.76429 0.32601
C 0.47472 -0.91617 0.44685
N -1.44880 0.44816 -0.13655
N 1.13548 -0.12071 1.27339
H 0.54393 1.52276 -0.00743
C -0.94197 -0.76179 0.10628
C -0.62095 1.64052 -0.38917
H 0.75408 0.58970 1.79968
H -0.53869 1.95344 -1.65730
H -2.44914 0.63749 0.20738
S -2.03815 -2.07583 0.15183
O 2.40913 -1.35553 -0.47112
*
```

***

Record 10
Formula: C3H7N3OS
Source: OMol25
Level of theory: ωB97M-V/def2-TZVPD

Calculated values
Orbital gap ... 0.361 hartree
Relative energy (zero: lowest compared OMol25 entry of this formula, charge and spin) ... 3.184 eV
Strongest force on any atom ... 3.590 eV Å⁻¹
E_tot ... -20575.0002 eV
SMILES ... [H]/N=C/N(S)/C(CO)=N/[H]
Molar mass ... 133.18 g mol⁻¹
E_LUMO ... 0.640 eV

ORCA input file:
```
! RIJCOSX wB97M-V def2-TZVPD def2/J DEFGRID3
* xyz 0 1
H -2.12340 0.94824 2.23249
H 2.75693 0.85894 -0.54049
H 0.66272 -0.99262 -2.67333
H -1.53343 -2.15551 -2.05569
C 0.08077 -0.17230 0.69666
N 0.49195 -0.00460 -0.67776
H -2.09989 0.29835 0.26888
C 0.05056 -0.86062 -1.67191
N -1.04206 -1.52172 -1.35749
C -1.57560 -0.38377 0.97174
H -1.83393 -1.40654 0.68070
H 0.56540 -0.03645 2.45946
S 1.52064 1.31661 -0.96201
O -1.87010 -0.06077 2.33899
N 0.96466 0.15576 1.51086
*
```

***

Record 11
Formula: C3H7N3S
Source: OMol25
Level of theory: ωB97M-V/def2-TZVPD

Calculated values
Orbital gap ... 0.284 hartree
Relative energy (zero: lowest compared OMol25 entry of this formula, charge and spin) ... 9.892 eV
Strongest force on any atom ... 10.481 eV Å⁻¹
E_tot ... -18520.5786 eV
Molar mass ... 117.18 g mol⁻¹
E_LUMO ... -0.284 eV

ORCA input file:
```
! RIJCOSX wB97M-V def2-TZVPD def2/J DEFGRID3
* xyz 0 1
H 3.03187 1.35050 -1.02089
H -2.02700 -1.95118 0.41911
H 2.24713 -0.32503 0.14967
H 1.13753 2.42526 -2.01638
N 0.03567 -1.15229 1.22973
H -0.02266 -0.72753 2.26640
C 1.71327 1.51189 -1.19147
N -2.18733 -0.51255 0.70878
C 1.33329 0.49229 -0.30708
S -1.69193 1.45893 -1.02678
C -1.26822 0.10979 -0.09173
H -3.21497 -0.88839 -0.11190
H 0.90946 -1.65069 0.85540
N 0.00389 -0.14100 0.13713
*
```

***

Record 12
Formula: C3H7N4
Source: OMol25
Level of theory: ωB97M-V/def2-TZVPD

Calculated values
Orbital gap ... 0.265 hartree
Relative energy (zero: lowest compared OMol25 entry of this formula, charge and spin) ... 4.849 eV
Strongest force on any atom ... 3.460 eV Å⁻¹
E_tot ... -9173.6671 eV
SMILES ... N=[N+]=C/C=N/CN
Molar mass ... 99.12 g mol⁻¹
E_LUMO ... -6.167 eV

ORCA input file:
```
! RIJCOSX wB97M-V def2-TZVPD def2/J DEFGRID3
* xyz 1 1
H -1.16536 2.41757 -1.81004
C -1.06947 1.49122 -1.38601
H 0.77866 -0.24373 2.51114
N -2.36889 -0.25582 -0.57867
N 1.17064 -0.93071 1.98400
N 0.10730 -0.22575 -0.09922
C 1.32844 -0.67260 0.61581
C 0.19893 0.81899 -0.85219
H 0.86272 -1.84251 2.28521
H -2.58327 -1.03364 -1.17369
H 1.18751 1.32013 -0.97564
H 2.05176 0.00855 0.44062
H 1.49231 -1.59554 0.14202
N -1.99128 0.74384 -1.10333
*
```